i:
C4H13NSi2 | ωB97M-V/def2-TZVPD

CARTESIAN COORDINATES (ANGSTROEM)
Si -1.874 -0.500 0.654
Si -3.445 0.511 -0.696
N -0.903 -1.428 -0.323
C 1.832 0.846 -0.777
C 1.934 -0.586 0.740
C 2.346 0.857 0.637
C 1.745 -0.601 -0.715
H -4.072 1.712 -0.122
H 1.878 1.451 1.294
H 3.469 0.921 0.556
H 2.281 -1.316 -1.364
H 0.803 1.421 -0.977
H -0.973 0.547 1.371
H 2.535 1.300 -1.518
H -2.785 0.938 -1.895
H -4.690 -0.568 -0.783
H -1.074 -2.440 -0.020
H -2.880 -1.134 1.547
H 2.792 -1.220 1.074
H 1.081 -0.712 1.319

Properties
HOMO level (alpha / beta) = -7.3827 / -9.2552 eV
orbital gap (alpha / beta) = 5.65 / 9.77 eV
molar mass = 131.33 g mol⁻¹
2S+1 = 1

ii:
C4H13NSi2 | ωB97M-V/def2-TZVPD

CARTESIAN COORDINATES (ANGSTROEM)
Si -1.756 1.868 -1.286
Si -0.755 -0.559 0.341
N 0.773 -1.082 0.848
C 1.001 -2.389 1.515
C -1.115 1.236 0.382
C 2.002 -0.340 0.517
C -0.606 1.093 -2.459
H 1.122 -2.236 2.600
H -1.852 1.481 1.263
H -1.985 -1.316 0.533
H 0.229 -3.065 1.389
H 2.434 -0.825 -0.333
H 1.882 -2.818 0.984
H 2.745 -0.611 1.313
H 0.368 1.605 -2.856
H -0.214 1.835 0.531
H -1.164 0.584 -3.270
H -1.605 3.342 -1.231
H -3.203 1.440 -1.289
H 1.701 0.756 0.508

Properties
HOMO level (alpha / beta) = -6.7338 / -6.2502 eV
orbital gap (alpha / beta) = 6.65 / 6.02 eV
molar mass = 131.33 g mol⁻¹
2S+1 = 1

ii comes first in stability; the runner-up is 278.0 kJ/mol higher.

i:
C8H18O | ωB97M-V/def2-TZVPD

CARTESIAN COORDINATES (ANGSTROEM)
O 1.243 -1.283 0.805
C 0.021 1.759 -2.267
C 1.124 1.044 -1.551
C -2.219 0.187 0.785
C 1.609 1.712 -0.302
C 0.004 -0.980 1.375
C -1.147 -0.783 0.308
C 1.583 -0.151 -1.938
C -0.411 -2.050 2.386
H 1.299 -0.559 -2.895
H -1.815 1.194 0.862
H -1.353 -1.779 2.860
H -3.052 0.211 0.083
H 0.774 1.975 0.348
H -1.586 -1.764 0.123
H 1.131 -2.033 0.139
H 0.337 2.779 -2.508
H -2.597 -0.109 1.761
H -0.253 1.255 -3.192
H 2.479 -0.558 -1.508
H -0.535 -3.014 1.888
H 2.327 1.088 0.224
H 0.153 -0.021 1.882
H -0.733 -0.457 -0.643
H 0.350 -2.155 3.157
H -0.856 1.851 -1.628
H 2.125 2.640 -0.555

Properties
SMILES = CC[C@@H](C)O.C=C(C)C
HOMO level = -8.9698 eV
orbital gap = 9.97 eV
molar mass = 130.23 g mol⁻¹
2S+1 = 1

ii:
C8H18O | ωB97M-V/def2-TZVPD

CARTESIAN COORDINATES (ANGSTROEM)
O -0.856 -1.539 2.681
C -0.526 1.005 -0.090
C -1.414 0.158 -0.607
C 1.798 -1.244 -1.265
C -2.862 0.047 -0.150
C -0.831 1.867 1.141
C 1.404 0.192 -1.646
C 0.905 1.140 -0.537
C 2.181 -1.485 0.204
H -3.021 0.962 0.411
H 0.649 0.168 -2.441
H -1.644 -1.050 2.909
H 2.810 -0.675 0.562
H -0.590 -1.156 1.837
H 2.624 -1.480 -1.943
H -1.765 2.415 1.013
H 1.592 1.041 0.280
H -0.057 2.635 1.173
H -0.821 1.219 2.014
H 1.010 -1.953 -1.530
H 0.964 2.141 -0.950
H -3.054 -0.783 0.463
H -1.140 -0.458 -1.461
H 2.229 0.713 -2.124
H 2.643 -2.458 0.320
H 1.253 -1.370 0.772
H -3.483 -0.053 -1.037

Properties
SMILES = C/C=C(\C)CCCC.O
HOMO level = -9.1674 eV
orbital gap = 10.05 eV
molar mass = 130.23 g mol⁻¹
2S+1 = 1

ii comes first in stability; the runner-up is 5.4 kJ/mol higher.

i:
C11H15N | ωB97M-V/def2-TZVPD

CARTESIAN COORDINATES (ANGSTROEM)
N -1.774 0.677 -2.558
C 0.402 1.465 -2.707
C 0.090 -3.034 3.594
C -0.705 1.157 -3.389
C -1.289 0.766 -1.260
C 1.631 2.174 -2.974
C 0.809 1.219 -0.121
C 0.663 -1.994 2.638
C 0.068 1.269 -1.258
C -1.831 0.270 -0.077
C 0.041 0.974 1.054
C -1.227 0.362 1.138
H -1.702 -0.135 1.937
H -2.762 -0.356 -0.144
H 1.861 -2.200 2.531
H 0.662 0.934 2.006
H 1.031 -3.659 3.728
H 1.596 3.256 -2.553
H 1.834 2.083 -4.017
H -0.963 0.896 -4.485
H 0.468 -0.990 2.917
H -0.607 -3.787 3.178
H 2.453 1.546 -2.422
H 0.175 -2.024 1.710
H 1.952 1.410 -0.088
H -2.689 0.236 -2.837
H -0.185 -2.514 4.461

Properties
HOMO level (alpha / beta) = 1.0700 / -3.4801 eV
orbital gap (alpha / beta) = 2.73 / 7.11 eV
molar mass = 161.25 g mol⁻¹
2S+1 = 2
<S²> = 0.760
net charge = -1

ii:
C11H15N | ωB97M-V/def2-TZVPD

CARTESIAN COORDINATES (ANGSTROEM)
N 2.646 0.698 -1.121
C -0.686 -0.730 -1.129
C 2.929 -0.679 -0.742
C -1.408 0.382 -1.600
C -1.816 1.211 2.300
C 0.721 -0.503 -1.100
C 1.800 -1.429 -0.847
C -0.860 1.542 -2.125
C 0.529 1.715 -2.059
C -2.350 0.661 3.632
C 1.590 -2.884 -0.676
C 1.289 0.791 -1.311
H -1.133 0.575 1.719
H 3.416 1.305 -0.919
H 1.445 -3.422 -1.641
H -2.512 0.334 -1.618
H -2.644 1.562 1.696
H -1.140 -1.600 -0.682
H 2.415 -3.540 -0.370
H 1.130 2.471 -2.564
H -1.578 0.028 4.031
H -1.006 1.923 2.505
H -3.318 0.148 3.583
H -2.662 1.403 4.370
H -1.540 2.066 -2.800
H 0.794 -2.999 0.076
H 3.950 -1.028 -0.609

Properties
HOMO level (alpha / beta) = 0.7696 / -2.9848 eV
orbital gap (alpha / beta) = 2.84 / 6.51 eV
molar mass = 161.25 g mol⁻¹
2S+1 = 2
<S²> = 0.769
net charge = -1

iii:
C11H15N | ωB97M-V/def2-TZVPD

CARTESIAN COORDINATES (ANGSTROEM)
N -1.272 2.471 -0.897
C 1.379 -1.572 2.408
C 1.016 -1.396 3.887
C -1.048 1.164 -0.448
C -0.039 1.449 -2.502
C -0.590 2.622 -2.113
C -1.428 -0.877 0.722
C -1.787 0.475 0.507
C -0.593 -1.582 -0.217
C -0.289 0.485 -1.468
C -0.015 -0.906 -1.236
C 0.921 1.228 -3.608
H 0.896 1.916 -4.453
H 0.499 -1.336 -2.086
H 0.757 0.197 -3.989
H -2.653 0.912 1.006
H 2.016 -2.483 2.349
H 1.895 -1.411 4.545
H -0.370 -2.533 0.256
H -0.738 3.560 -2.633
H 0.294 -0.625 4.133
H 0.443 -2.299 4.165
H 1.996 -0.701 2.156
H -2.038 -1.467 1.406
H -1.785 3.171 -0.395
H 0.590 -1.784 1.693
H 1.944 1.320 -3.187

Properties
HOMO level (alpha / beta) = 0.8099 / -2.9849 eV
orbital gap (alpha / beta) = 3.02 / 6.77 eV
molar mass = 161.25 g mol⁻¹
2S+1 = 2
<S²> = 0.770
net charge = -1

iii comes first in stability; the runner-up is 28.8 kJ/mol higher.

i:
C2H6N2O2S | ωB97M-V/def2-TZVPD

CARTESIAN COORDINATES (ANGSTROEM)
S 2.493 0.154 -0.059
O -1.241 2.241 -0.005
O -1.502 -1.674 -0.039
N -0.097 1.463 -0.001
N -1.485 -0.306 0.064
C 0.954 -0.739 -0.152
C -0.286 0.128 -0.100
H 0.961 -1.483 0.645
H 2.862 -0.119 1.209
H 0.936 -1.220 -1.126
H -1.908 1.552 -0.232
H -2.423 -1.903 0.155
H 0.735 1.906 -0.359

Properties
SMILES = O/N=C(\CS)NO
HOMO level = -8.2309 eV
orbital gap = 8.91 eV
molar mass = 122.15 g mol⁻¹
2S+1 = 1

ii:
C2H6N2O2S | ωB97M-V/def2-TZVPD

CARTESIAN COORDINATES (ANGSTROEM)
S 2.514 1.787 0.367
O 0.359 -2.957 -0.607
O -1.518 -1.863 -0.582
N -0.331 -1.747 -0.643
N -1.347 1.180 0.038
C 1.108 1.043 -0.049
C -0.086 1.102 0.847
H -0.223 2.061 1.444
H -1.783 0.245 0.197
H -1.145 0.943 -0.952
H 1.038 0.565 -0.964
H 0.027 0.254 1.546
H 1.386 -2.613 -0.643

Properties
SMILES = NCC=S.O=NO
HOMO level = -8.8579 eV
orbital gap = 8.27 eV
molar mass = 122.15 g mol⁻¹
2S+1 = 1

i comes first in stability; the runner-up is 105.7 kJ/mol higher.

i:
CCl2FNO | ωB97M-V/def2-TZVPD

CARTESIAN COORDINATES (ANGSTROEM)
Cl 0.710 1.726 2.625
Cl 0.180 -0.373 -3.446
F 0.492 -1.166 -2.244
O -1.143 -0.521 0.180
N 0.274 0.297 1.916
C -0.513 0.037 0.969

Properties
SMILES = O=C=NCl.FCl
HOMO level = -10.3299 eV
orbital gap = 10.47 eV
molar mass = 131.92 g mol⁻¹
2S+1 = 1

ii:
CCl2FNO | ωB97M-V/def2-TZVPD

CARTESIAN COORDINATES (ANGSTROEM)
Cl 2.429 2.946 -0.752
Cl -2.534 -1.640 1.644
F 2.187 1.387 -0.199
O 0.257 -0.740 -0.863
N -1.702 -0.938 0.382
C -0.637 -1.015 -0.212

Properties
SMILES = O=C=NCl.FCl
HOMO level = -10.3627 eV
orbital gap = 9.21 eV
molar mass = 131.92 g mol⁻¹
2S+1 = 1

ii comes first in stability; the runner-up is 31.8 kJ/mol higher.

i:
C3H9N2O3 | ωB97M-V/def2-TZVPD

CARTESIAN COORDINATES (ANGSTROEM)
O -0.489 0.534 -2.396
O -3.265 -0.104 -0.641
O 0.892 -1.529 0.319
N 0.088 -0.174 2.627
N 1.116 0.564 -0.676
C 1.136 0.364 1.738
C 0.819 0.047 -1.957
C 1.046 -0.292 0.336
H -0.707 1.305 -1.865
H -0.823 0.000 2.237
H 0.664 -1.036 -1.960
H -2.960 -0.321 -1.527
H 0.280 -1.134 2.849
H 1.507 0.293 -2.773
H 2.094 0.030 2.143
H -2.435 0.008 -0.237
H 1.037 1.445 1.783

Properties
HOMO level = -4.0204 eV
orbital gap = 8.06 eV
molar mass = 121.12 g mol⁻¹
2S+1 = 1
net charge = -1

ii:
C3H9N2O3 | ωB97M-V/def2-TZVPD

CARTESIAN COORDINATES (ANGSTROEM)
O -1.388 0.984 3.065
O 0.293 2.084 1.613
O -0.248 -1.853 -2.615
N 0.219 0.222 0.273
N 1.490 -1.678 -1.163
C 0.230 1.701 0.309
C 0.304 -1.279 -1.672
C -0.607 -0.521 -0.725
H -0.622 1.482 2.488
H 1.213 2.001 -0.117
H -2.158 0.679 2.566
H 1.735 -2.626 -1.397
H 0.063 -0.204 1.176
H 1.876 -1.228 -0.350
H -1.288 0.128 -1.309
H -0.596 2.170 -0.316
H -1.351 -1.200 -0.307

Properties
HOMO level = -3.5782 eV
orbital gap = 7.15 eV
molar mass = 121.12 g mol⁻¹
2S+1 = 1
net charge = -1

i comes first in stability; the runner-up is 56.2 kJ/mol higher.

i:
C3H3N2O3 | ωB97M-V/def2-TZVPD

CARTESIAN COORDINATES (ANGSTROEM)
O 0.222 3.092 -0.389
O -0.589 -1.849 0.745
O 1.856 1.547 -0.655
N -1.448 -0.986 0.277
N 0.662 -1.862 0.440
C 0.795 2.003 -0.231
C 0.114 0.847 0.568
C -0.999 0.267 -0.070
H -1.619 0.891 -0.696
H 0.860 -1.067 -0.127
H 0.670 0.123 1.135

Properties
HOMO level (alpha / beta) = -4.3282 / -4.6976 eV
orbital gap (alpha / beta) = 7.76 / 7.72 eV
molar mass = 115.07 g mol⁻¹
2S+1 = 1
net charge = -1

ii:
C3H3N2O3 | ωB97M-V/def2-TZVPD

CARTESIAN COORDINATES (ANGSTROEM)
O -1.351 -0.353 -0.357
O -0.668 -0.829 -2.620
O 0.076 1.861 3.599
N 2.060 0.058 -0.849
N -0.474 0.221 2.030
C 0.850 -0.090 -1.084
C -0.265 1.080 2.809
C -0.379 -0.520 -1.175
H 2.545 -0.734 -0.662
H -1.646 -0.910 -2.707
H -0.746 0.217 1.017

Properties
HOMO level = -2.6249 eV
orbital gap = 6.40 eV
molar mass = 115.07 g mol⁻¹
2S+1 = 1
net charge = -1

ii comes first in stability; the runner-up is 368.3 kJ/mol higher.